5 unconnected molecules or ions with the total composition C15H31Br6NO5, computed with ωB97M-V/def2-TZVPD.

Computed properties:
Energy above the lowest of the compared OMol25 structures with the same formula, charge and spin in kcal per mole: 0.0
SMILES: COCCNCCOC.O=C1OCCO1.BrCCBr.BrCCBr.BrCCBr
Lowest unoccupied orbital energy in eV: 0.2
Highest occupied orbital energy in eV: -9.11
Frontier orbital gap in eV: 9.35
Spin multiplicity: 1

Each line ends with the natural charge from an NBO analysis.
CARTESIAN COORDINATES (ANGSTROEM)
C1 -4.05159 2.37150 2.34714  -0.24
O1 -3.03013 2.30484 1.38396  -0.55
C2 -1.91111 1.55951 1.81820  -0.08
C3 -0.82593 1.62901 0.76703  -0.22
N1 -1.20134 1.16300 -0.55787  -0.63
C4 -1.62263 -0.23005 -0.60902  -0.25
C5 -1.74724 -0.71690 -2.02177  -0.07
O2 -0.46360 -1.02774 -2.55229  -0.56
C6 -0.52568 -1.30836 -3.93074  -0.25
H1 -3.66381 2.57308 3.35156  0.17
H2 -4.62311 1.43658 2.37600  0.16
H3 -4.70411 3.19170 2.05219  0.19
H4 -2.18867 0.50928 2.01241  0.16
H5 -1.54562 1.95913 2.77631  0.17
H6 -0.01205 0.99523 1.14143  0.18
H7 -0.44550 2.64683 0.67245  0.21
H8 -1.95144 1.75427 -0.90085  0.37
H9 -2.62384 -0.34149 -0.15630  0.17
H10 -0.92647 -0.85520 -0.04238  0.20
H11 -2.16481 0.11394 -2.61756  0.16
H12 -2.42695 -1.56979 -2.08688  0.19
H13 -0.76585 -0.42162 -4.52968  0.16
H14 -1.22601 -2.12753 -4.12863  0.18
H15 0.46242 -1.64687 -4.25576  0.19
Br1 -1.91261 -4.06664 -0.89061  -0.01
C7 -2.60716 -3.95407 0.92599  -0.45
C8 -2.96199 -5.30503 1.47203  -0.45
Br2 -4.50490 -6.05213 0.54631  -0.01
H16 -3.45213 -3.27434 0.88677  0.23
H17 -1.79267 -3.47005 1.46083  0.23
H18 -3.18543 -5.25228 2.53360  0.23
H19 -2.16759 -6.02384 1.30099  0.23
Br3 3.72564 0.48221 -0.21599  -0.02
C9 2.73637 -0.84193 0.82488  -0.45
C10 2.22496 -1.89226 -0.13654  -0.43
Br4 1.14316 -3.15115 0.89263  -0.03
H20 1.92539 -0.34057 1.33908  0.23
H21 3.46086 -1.28528 1.49733  0.23
H22 3.05470 -2.42279 -0.59294  0.23
H23 1.55230 -1.51752 -0.90309  0.24
Br5 1.55866 1.99392 3.73593  -0.03
C11 3.38483 2.41936 4.29066  -0.43
C12 4.39832 1.51662 3.62856  -0.46
Br6 4.63299 -0.14971 4.58981  -0.01
H24 3.37425 2.38840 5.37321  0.23
H25 3.55346 3.44779 3.97809  0.23
H26 5.35007 2.04446 3.62681  0.23
H27 4.10905 1.27724 2.61369  0.24
C13 2.10705 1.08683 -3.64870  -0.10
C14 0.75864 1.65962 -3.22884  -0.11
O3 0.90313 3.04382 -3.54223  -0.49
C15 2.21692 3.34230 -3.67709  0.97
O4 2.66455 4.43270 -3.81095  -0.58
O5 2.96878 2.21882 -3.55560  -0.49
H28 2.08694 0.68414 -4.66687  0.17
H29 2.42851 0.27584 -2.99894  0.20
H30 0.52843 1.48821 -2.17665  0.23
H31 -0.07840 1.23498 -3.78111  0.19